[1]
A single C19H19N3OS2 molecule. Source: the OMol25 dataset; level of theory: ωB97M-V/def2-TZVPD.

Summary:
LUMO energy ... 0.203 eV
M ... 369.51 g/mol
Gap between HOMO and LUMO ... 0.3087 Ha
HOMO level ... -8.2 eV
SMILES ... CCCSc1nsc(NC(=O)C(c2ccccc2)c2ccccc2)n1
DFT total energy ... -48186.15324 eV

The geometry in XYZ format:
```
44
Properties=species:S:1:pos:R:3:forces:R:3:mulliken_charge:R:1
C 0.3704 -1.8265 -5.6425 -0.2 2.9 -1.1 -1.118
H -0.3557 -2.1608 -6.3593 -0.3 -0.5 -0.6 0.349
C -0.5297 -1.5509 -4.2637 14.2 -8.4 -1.0 -0.827
C -0.9434 -2.8541 -3.8065 1.6 -4.1 -3.9 -0.749
H -1.5415 -2.5615 -3.0645 -2.5 -0.8 3.8 0.369
H -1.4176 -3.4928 -4.6064 0.0 0.8 0.9 0.452
S 0.6397 -4.1016 -3.3873 -3.5 1.7 -1.7 -0.162
C 0.8559 -3.2622 -1.9436 4.0 -3.2 1.3 0.416
N 1.9157 -3.7541 -1.3108 1.6 0.6 1.4 -0.618
S 2.2863 -2.7935 0.1171 -2.6 -2.0 -3.2 0.157
C 0.7914 -2.0249 -0.2152 -0.5 4.6 -2.1 0.109
N 0.1709 -2.2979 -1.4517 -0.2 3.2 5.6 -0.346
N 0.5550 -0.6391 0.3928 10.2 -7.2 1.2 -0.123
C 1.2172 -0.6014 1.7261 -12.2 9.2 -6.1 0.025
O 2.1157 -1.1728 1.8721 13.7 -9.9 3.2 -0.439
C 0.8686 0.5470 2.4640 -5.1 4.8 2.2 0.056
C 1.2644 2.0612 1.8299 -0.4 -9.9 1.1 0.089
C 0.7837 3.0960 2.4681 -2.0 6.0 1.6 -0.166
C 0.8802 4.3963 2.0648 5.1 -3.2 -4.4 -0.872
C 1.8424 4.3635 0.8793 -4.3 6.0 -0.1 -0.313
C 2.1676 3.3204 0.1210 2.2 -5.9 1.5 -0.865
C 1.9757 1.8626 0.7484 -1.2 12.8 0.0 -0.622
H 2.2510 1.0822 0.3011 2.2 -6.1 -3.3 0.957
H 2.9475 3.2314 -0.6263 -0.5 1.1 -0.7 0.338
H 1.7386 5.4274 0.3826 1.4 -1.9 0.7 0.242
H 0.6270 5.3039 2.5304 -0.6 0.7 0.5 0.453
H 0.1957 3.1671 3.2936 -1.7 -1.8 2.8 0.494
C -0.8791 0.4260 2.7566 8.3 4.6 -6.7 0.303
C -1.1185 -0.3514 3.7024 -3.0 -5.2 8.8 -0.199
C -2.5194 -0.4346 3.9344 -4.1 0.3 -2.3 -0.655
C -3.5981 0.0858 3.0426 4.7 1.5 -1.4 -0.376
C -3.0912 0.9288 1.8525 4.6 -5.0 7.8 -1.147
C -1.6633 1.0473 1.8290 -2.9 2.4 -3.7 0.235
H -1.2245 1.7440 0.8734 -0.9 -2.1 3.1 0.131
H -3.6551 1.3532 1.1997 -3.6 2.6 -4.0 0.659
H -4.6538 -0.1244 3.2836 0.8 0.3 -0.3 0.385
H -3.0989 -0.9543 4.6617 0.9 -0.8 1.2 0.338
H -0.3483 -0.8505 4.5549 -2.1 1.5 -2.9 0.225
H 1.2305 0.5055 3.4606 0.7 -0.2 0.8 0.843
H -0.2875 -0.4676 0.2928 -10.3 2.7 -0.8 0.328
H -1.1362 -0.9317 -4.4783 -8.1 8.3 -2.1 0.991
H 0.3633 -1.3631 -3.6360 -1.3 1.4 0.3 0.062
H 1.2159 -2.5421 -5.6459 -0.7 0.4 0.7 0.316
H 0.7917 -0.8362 -6.1975 -0.9 -2.0 1.7 0.275
```
Positions in Å, forces in eV/Å.

[2]
A molecular structure, C19H19N6O2Pd. Source: the OMol25 dataset; level of theory: ωB97M-V/def2-TZVPD.

Summary:
Spin multiplicity ... 5
LUMO energy (spin up / spin down) ... -10.350 / -12.576 eV
M ... 469.82 g/mol
Gap between HOMO and LUMO (spin up / spin down) ... 0.2654 / 0.2076 Ha
HOMO level (spin up / spin down) ... -17.6 / -18.2 eV
DFT total energy ... -36496.05103 eV
Charge ... +3

The geometry in XYZ format:
```
47
Properties=species:S:1:pos:R:3:forces:R:3:mulliken_charge:R:1
Pd -0.2802 0.0502 -0.7575 0.1 0.5 -0.3 0.553
C 2.2936 2.5233 3.9295 0.0 0.0 0.1 -0.337
C 2.8130 2.5820 2.6179 0.0 0.0 0.0 -0.745
C 2.4558 1.6286 1.7124 -0.1 -0.1 0.0 -0.051
C 1.5714 0.5691 2.1121 0.1 0.0 -0.1 -0.191
C 1.0185 0.5377 3.4300 0.0 0.0 0.0 0.206
C 1.3937 1.4927 4.3241 0.1 0.1 0.0 -0.644
N 1.2357 -0.3811 1.1974 -0.1 -0.3 -0.2 0.051
C 1.6268 -1.6490 1.1825 0.0 -0.1 0.0 0.669
C 2.5703 -2.1599 2.1329 0.0 0.0 0.1 -0.196
C 2.9378 -3.4767 2.1215 0.0 0.1 0.0 -0.862
C 2.4056 -4.3539 1.1590 -0.1 0.0 -0.1 -0.633
C 1.5117 -3.8893 0.1854 0.1 -0.1 0.1 -0.362
C 1.1290 -2.5725 0.1802 0.1 0.1 0.0 0.065
N 0.2998 -2.0158 -0.8103 0.0 0.2 0.4 0.598
N -0.0353 -2.7123 -1.7814 0.1 -0.3 0.2 -0.530
C -0.7979 -2.0592 -2.7520 -0.2 0.0 -0.3 0.205
C -1.1836 -2.7870 -3.8582 0.0 0.0 0.0 -0.346
C -1.9040 -2.1366 -4.8586 0.0 0.0 -0.1 -0.382
C -2.1909 -0.7952 -4.7143 0.0 0.0 0.1 -0.808
C -1.7626 -0.1295 -3.5637 0.1 0.0 0.0 -0.159
N -1.0910 -0.7497 -2.6030 -0.1 0.0 0.0 0.135
H 2.5852 3.2732 4.6550 0.0 0.0 0.0 0.472
H 3.4978 3.3735 2.3446 0.0 0.0 0.0 0.485
H 2.8440 1.6302 0.7025 0.0 0.0 0.0 0.494
H 0.3512 -0.2695 3.7047 0.0 0.0 0.0 0.546
H 1.0268 1.4719 5.3419 0.0 0.0 0.0 0.473
H 2.9797 -1.4811 2.8704 0.0 0.0 0.0 0.494
H 3.6422 -3.8445 2.8555 0.0 0.0 0.0 0.450
H 2.6948 -5.3964 1.1526 0.0 0.0 0.0 0.443
H 1.1331 -4.5645 -0.5697 0.0 0.0 0.0 0.540
H -0.9122 -3.8314 -3.9297 0.0 0.0 0.0 0.513
H -2.2228 -2.6766 -5.7402 0.0 0.0 0.0 0.454
H -2.7346 -0.2517 -5.4743 0.0 0.0 0.0 0.440
H -1.9481 0.9274 -3.4247 0.0 0.0 0.0 0.460
C -2.9121 4.6596 -0.8739 -0.1 0.0 0.0 -0.851
O -1.7473 3.9075 -1.3118 0.1 -0.1 0.0 -0.292
C -1.5151 2.6930 -0.9343 -0.2 0.1 0.0 0.917
O -0.5020 2.1070 -1.3525 -0.1 -0.1 0.3 -0.549
N -2.3937 2.0768 -0.0903 0.1 -0.1 -0.1 -0.106
N -2.1365 0.7445 0.2965 0.0 0.0 0.0 -0.538
H -2.8048 5.6329 -1.3368 0.0 0.0 0.0 0.251
H -2.9038 4.7663 0.2102 0.0 0.0 0.0 0.397
H -3.8232 4.1831 -1.2346 0.0 0.0 0.0 0.389
H -3.2591 2.5021 0.2078 0.0 0.0 0.0 0.256
H -2.9200 0.1476 0.0366 0.0 0.0 0.0 0.326
H -2.0367 0.7034 1.3084 0.0 0.0 0.0 0.302
```
Positions in Å, forces in eV/Å.

[3]
A molecular structure, C19H19N6OReS. Source: the OMol25 dataset; level of theory: ωB97M-V/def2-TZVPD.

Summary:
Spin multiplicity ... 4
LUMO energy (spin up / spin down) ... -10.095 / -11.069 eV
M ... 565.68 g/mol
Gap between HOMO and LUMO (spin up / spin down) ... 0.2824 / 0.2514 Ha
HOMO level (spin up / spin down) ... -17.8 / -17.9 eV
DFT total energy ... -43939.25726 eV
Charge ... +3

The geometry in XYZ format:
```
47
Properties=species:S:1:pos:R:3:forces:R:3:mulliken_charge:R:1
Re 0.3545 -0.3322 -0.2375 0.4 0.0 0.0 1.316
N -1.4091 -1.5793 2.2808 0.1 0.0 0.1 0.039
C -1.7924 -2.1059 1.0648 0.0 0.1 0.0 0.880
C -2.7624 -3.1096 1.0452 0.0 0.0 0.1 -0.813
C -3.1606 -3.6354 -0.1561 -0.1 -0.1 -0.1 -0.396
C -2.5974 -3.1571 -1.3515 -0.1 -0.1 0.1 -0.801
C -1.6559 -2.1834 -1.2683 0.1 0.1 0.2 -0.164
N -1.2408 -1.6522 -0.0687 -0.1 -0.1 -0.2 0.198
C -0.6270 -0.5002 2.6229 -0.2 -0.1 -0.1 0.832
C -0.5595 -0.1416 3.9714 0.0 0.0 0.1 -0.887
C 0.1616 0.9595 4.3487 0.0 0.0 0.1 -0.350
C 0.8273 1.7247 3.3771 0.0 0.0 0.1 -0.875
C 0.7545 1.3292 2.0818 -0.2 -0.2 0.0 -0.386
N 0.0392 0.2128 1.6942 0.0 0.2 0.0 -0.212
H -1.8482 -2.0242 3.0742 0.0 0.0 0.0 0.215
H -3.1912 -3.4580 1.9764 0.0 0.0 0.0 0.479
H -3.9114 -4.4153 -0.1787 0.0 0.0 0.0 0.475
H -2.8875 -3.5493 -2.3155 0.0 0.0 0.0 0.463
H -1.1758 -1.7857 -2.1554 0.0 0.0 0.0 0.436
H -1.0913 -0.7363 4.7030 0.0 0.0 0.0 0.476
H 0.2073 1.2388 5.3937 0.0 0.0 0.0 0.475
H 1.3943 2.6071 3.6366 0.0 0.0 0.0 0.469
H 1.2511 1.8657 1.2860 0.0 0.0 0.0 0.570
O 1.9029 0.6691 -0.9315 0.2 -0.2 0.0 -0.620
N 3.1645 0.1350 -0.9563 -0.3 0.4 -0.1 0.306
C 4.1525 0.9439 -1.3934 0.0 -0.1 0.0 -0.104
C 5.4266 0.4437 -1.4542 0.0 0.1 0.0 -0.747
C 5.6631 -0.8748 -1.0658 0.0 0.0 0.0 -0.183
C 4.6191 -1.6702 -0.6285 0.1 0.0 0.0 -0.776
C 3.3391 -1.1419 -0.5820 0.0 -0.1 0.0 0.763
S 1.9267 -2.0487 -0.0957 -0.1 0.1 0.0 -0.289
H 3.8574 1.9461 -1.6662 0.0 0.0 0.0 0.505
H 6.2246 1.0829 -1.8045 0.0 0.0 0.0 0.451
H 6.6655 -1.2808 -1.1075 0.0 0.0 0.0 0.453
H 4.7754 -2.6961 -0.3243 0.0 0.0 0.0 0.467
C -3.6655 3.3101 -1.7549 0.3 -0.2 -0.1 -0.783
N -2.4373 2.4797 -1.7991 -0.2 0.2 -0.1 0.034
C -1.5674 2.3809 -2.8637 -0.1 0.1 0.0 -0.324
C -0.5728 1.5494 -2.4839 0.0 0.1 0.4 -0.683
N -0.8241 1.1440 -1.1654 0.0 -0.1 -0.4 -0.062
C -1.9795 1.7236 -0.8136 0.1 0.1 0.2 -0.355
H -3.7510 3.8278 -2.7045 0.0 0.0 0.0 0.308
H -3.5782 4.0365 -0.9522 0.0 0.0 0.0 0.353
H -4.5291 2.6678 -1.6107 0.0 0.0 0.0 0.348
H -1.7313 2.9185 -3.7828 0.0 0.0 0.0 0.447
H 0.3069 1.2531 -3.0280 0.0 0.0 0.0 0.512
H -2.4674 1.6281 0.1436 0.0 0.0 0.0 0.538
```
Positions in Å, forces in eV/Å.